Here is a cluster of 2 separate species, C3H8N2O2 in total from OMol25. Energies are from wB97M-V/def2-TZVPD.

Each line ends with the Mulliken charge.
Positions of all 15 atoms, in Å:
C: -0.4061 -0.8628 -1.4565  -0.712
N: 0.3435 -1.4937 -0.3943  -0.108
C: 0.0022 -1.3874 0.8956  0.022
O: -0.9771 -0.8190 1.3226  -0.561
H: 1.2308 -1.9010 -0.6418  0.211
H: 0.7189 -1.9059 1.5595  0.369
H: -0.5365 -1.5593 -2.2843  0.299
H: 0.1095 0.0331 -1.8102  0.246
H: -1.3796 -0.5886 -1.0541  0.259
N: -0.5034 1.9525 0.7810  -0.320
C: 0.7858 1.6662 0.5418  -0.024
O: 1.3193 1.7092 -0.5401  -0.552
H: -1.1053 2.0971 -0.0160  0.225
H: -0.9423 1.6419 1.6312  0.267
H: 1.3402 1.4177 1.4656  0.378

Computed properties:
Energy: -379.1209 hartree
SMILES string: CNC=O.NC=O
LUMO level: 0.891 eV
ΔE to the lowest compared entry with this formula, charge and spin: 0.5481 eV